Entry i
Density functional theory data (ωB97M-V/def2-TZVPD) for a cluster of 3 separate species, C3H12N2O2 in total.

Output
- HOMO level: -8.48 eV
- SMILES: [H]/N=C/NCC.O.O
- Frontier orbital gap: 9.00 eV
- Net charge: 0

Cartesian coordinates (Å):
H: 4.1198 1.7142 -0.4681
N: 3.1440 1.6808 -0.1878
C: 2.1873 1.6926 -1.0035
N: 0.8795 1.7565 -0.5897
C: -0.2045 1.6716 -1.6383
C: -1.1987 0.6515 -1.0956
H: 2.2053 1.5973 -2.0950
H: 0.5929 1.8147 0.3779
H: 0.1486 1.4077 -2.6245
H: -0.5439 2.7058 -1.5500
H: -0.7568 -0.1220 -0.4840
H: -1.8151 0.1458 -1.8686
H: -2.1157 0.9721 -0.5883
O: -1.9846 0.3721 1.9663
H: -2.7685 -0.1201 2.1245
H: -1.3741 -0.3024 1.6473
O: -1.4819 -6.0373 1.8349
H: -1.9587 -5.7077 1.0866
H: -1.7487 -6.9601 1.8488



Entry ii
Density functional theory data (ωB97M-V/def2-TZVPD) for a cluster of 2 separate species, C3H12N2O2 in total.

Output
- HOMO level: -9.01 eV
- SMILES: NC[C@H](N)CO.O
- Frontier orbital gap: 9.83 eV
- Net charge: 0

Cartesian coordinates (Å):
N: -0.8680 1.6601 0.2909
C: -0.3179 0.6963 1.2754
C: -0.0973 -0.7115 0.7247
N: -0.2286 -1.6523 1.8325
C: 1.2525 -0.8472 -0.0291
O: 1.1293 -0.6278 -1.4133
H: -1.7450 2.0617 0.5904
H: -0.2223 2.4282 0.1737
H: 0.6041 1.1281 1.6720
H: -0.9855 0.6428 2.1352
H: -0.8642 -0.8859 -0.0330
H: 0.4796 -1.5052 2.5436
H: -0.1083 -2.6010 1.5054
H: 1.5928 -1.8816 0.0651
H: 1.9690 -0.1587 0.4432
H: 0.4963 0.0951 -1.5917
O: -0.6049 1.2281 -2.3154
H: -1.0227 1.4125 -1.4517
H: -1.2969 0.9419 -2.9208



Energy ordering: entry ii at the bottom, the next structure 0.0355 hartree above.



Entry i
Density functional theory data (ωB97M-V/def2-TZVPD) for a structure of composition C3H3O2.

Output
- HOMO level (alpha / beta): -15.29 / -15.45 eV
- Frontier orbital gap (alpha / beta): 7.56 / 7.71 eV
- Net charge: +1

Cartesian coordinates (Å):
C: 0.5530 0.8171 0.4328
C: -0.2692 -0.7942 1.1627
C: -0.0485 -0.2535 -0.1831
O: 0.4207 0.1965 1.7828
O: -0.3897 -0.7136 -1.3371
H: 0.9361 1.8124 0.2910
H: -0.8251 -1.5745 1.6748
H: -0.1327 -0.1859 -2.1124



Entry ii
Density functional theory data (ωB97M-V/def2-TZVPD) for the ion C3H3O2 with charge +1.

Output
- HOMO level: -16.41 eV
- Frontier orbital gap: 10.58 eV
- Net charge: +1

Cartesian coordinates (Å):
C: -0.0349 -0.6261 0.7358
C: 0.5651 0.7989 0.2450
C: 0.0079 -0.0440 -0.6198
O: 1.0843 -0.4113 1.3887
O: -0.5088 0.1320 -1.7321
H: -0.8441 -1.1202 1.3754
H: 0.8405 1.8880 0.5042
H: -1.1099 -0.6172 -1.8971



Energy ordering: entry i at the bottom, the next structure 0.0338 hartree above.



Entry i
Density functional theory data (ωB97M-V/def2-TZVPD) for a cluster of 2 separate species, C3H11N2O in total.

Output
- HOMO level: -14.43 eV
- Frontier orbital gap: 10.69 eV
- Net charge: +1

Cartesian coordinates (Å):
C: 0.6600 -1.9574 -2.4619
C: 0.5700 -1.7969 -0.9429
N: 0.3722 1.2932 1.0490
C: 0.3391 0.0348 0.6580
N: 0.5302 -0.3630 -0.5763
H: 0.4111 -2.9838 -2.7201
H: 1.6636 -1.7199 -2.7999
H: -0.0315 -1.3052 -2.9951
H: 1.3899 -2.3252 -0.4827
H: -0.3643 -2.2249 -0.5978
H: 0.4544 1.5715 2.0235
H: 0.5461 2.0082 0.3511
H: -0.0547 -0.7466 1.3032
H: 0.9327 0.2574 -1.2668
H: -1.7571 3.4418 3.4422
H: -3.1178 3.7934 2.9431
O: -2.5441 3.0223 3.0734



Entry ii
Density functional theory data (ωB97M-V/def2-TZVPD) for a cluster of 2 separate species, C3H11N2O in total.

Output
- HOMO level: -12.29 eV
- Frontier orbital gap: 9.19 eV
- Net charge: +1

Cartesian coordinates (Å):
C: -0.2095 -1.5167 1.3377
C: -0.0205 -0.2855 0.5440
C: -0.5420 0.9210 0.8742
N: -1.1870 1.2860 2.0118
N: 0.9668 -0.1700 -0.5927
H: 0.0283 -2.4383 0.7597
H: -1.2817 -1.3981 1.6231
H: 0.4795 -1.5643 2.2041
H: -0.4055 1.8738 0.3779
H: -1.5174 0.4583 2.5545
H: -1.6205 2.1926 2.1494
H: 1.5572 -0.9455 -0.8105
H: 1.5787 0.6155 -0.4877
H: 0.3587 0.0545 -1.4359
H: 1.2177 0.7306 -3.8225
H: -0.0199 -0.0994 -3.9447
O: 0.6172 0.2855 -3.3422



Energy ordering: entry i at the bottom, the next structure 0.0401 hartree above.



Entry i
Density functional theory data (ωB97M-V/def2-TZVPD) for a cluster of 2 separate species, C3H11N2O in total.

Output
- HOMO level: -15.16 eV
- Frontier orbital gap: 11.89 eV
- Net charge: +1

Cartesian coordinates (Å):
C: -0.3175 2.2702 0.0767
C: -1.1261 1.0117 0.3114
N: -0.3695 -0.0386 1.0161
C: -0.1465 -1.2365 0.5559
N: 0.8209 -2.0529 0.9190
H: -0.0268 2.6560 1.0567
H: -0.8993 2.9866 -0.4907
H: 0.6191 2.1100 -0.4557
H: -1.4718 0.5710 -0.6243
H: -2.0299 1.2030 0.8930
H: 0.2132 0.3199 1.7785
H: -0.7576 -1.5489 -0.2793
H: 1.5227 -1.7965 1.5940
H: 0.7160 -2.9999 0.5947
H: 0.9802 -1.3373 -3.0676
H: 1.4844 -0.7840 -1.7417
O: 0.7885 -1.3339 -2.1367



Entry ii
Density functional theory data (ωB97M-V/def2-TZVPD) for a cluster of 2 separate species, C3H11N2O in total.

Output
- HOMO level: -12.37 eV
- Frontier orbital gap: 9.17 eV
- Net charge: +1

Cartesian coordinates (Å):
C: -0.3260 1.6374 1.0012
C: -0.4392 0.4299 0.1177
C: -0.5979 -0.8046 0.6806
N: -0.3996 -1.0391 2.0340
N: -0.0974 0.6639 -1.2102
H: 0.7605 1.6179 1.4711
H: -1.0126 1.5818 1.8322
H: -0.5506 2.7136 0.4494
H: -0.9047 -1.6815 0.1220
H: -0.7491 -0.3997 2.7066
H: -0.4306 -1.9832 2.3463
H: 0.5922 1.3284 -1.4462
H: -0.8222 1.0503 -1.8345
H: 0.1545 -0.2712 -1.7172
H: 1.9908 -1.7207 -1.4968
H: 1.4843 -1.7787 -2.9944
O: 1.3478 -1.3446 -2.0618



Entry iii
Density functional theory data (ωB97M-V/def2-TZVPD) for a cluster of 2 separate species, C3H11N2O in total.

Output
- HOMO level: -12.47 eV
- Frontier orbital gap: 9.04 eV
- Net charge: +1

Cartesian coordinates (Å):
C: -1.5177 -1.2374 -0.3285
C: -0.4303 -0.2997 -0.0615
C: -0.1466 0.5407 -1.0335
N: -0.9304 0.5703 -2.2377
N: -0.1282 0.2243 1.2206
H: -1.6001 -1.8701 -1.1967
H: -1.5581 -1.9250 0.4866
H: -2.5594 -0.7898 -0.2389
H: 0.6170 1.3652 -0.7537
H: -1.3042 -0.3306 -2.7933
H: -1.0986 1.4284 -2.6640
H: -0.4109 1.2395 1.0050
H: -0.6640 -0.0276 2.0580
H: 0.8743 0.2671 1.3528
H: 3.3372 0.8551 1.8842
H: 3.1005 -0.7175 2.0074
O: 2.6556 0.1151 1.8142



Entry iv
Density functional theory data (ωB97M-V/def2-TZVPD) for a cluster of 2 separate species, C3H11N2O in total.

Output
- HOMO level: -12.67 eV
- Frontier orbital gap: 9.49 eV
- Net charge: +1

Cartesian coordinates (Å):
C: 0.6842 0.0611 -1.8806
C: 0.3083 -0.6149 -0.5753
C: -0.8877 -0.7282 0.0629
N: -2.0787 -0.8986 -0.5589
N: 1.3614 -0.4455 0.4772
H: 1.7584 -0.0889 -1.9989
H: 0.2087 -0.3582 -2.7645
H: 0.4954 1.1403 -1.8057
H: -0.7708 -0.9231 1.1364
H: -2.1002 -1.3785 -1.4405
H: -2.8460 -0.5697 0.0062
H: 1.9831 -1.1698 0.8493
H: 2.0133 0.2740 0.1509
H: 0.8865 -0.0736 1.3198
H: 0.3093 2.3972 2.3717
H: -1.1227 1.7849 2.4087
O: -0.2025 1.5917 2.2411



Energy ordering: entry i at the bottom, the next structure 0.0507 hartree above.



Entry i
Density functional theory data (ωB97M-V/def2-TZVPD) for a cluster of 7 separate species, C5H27N2O7 in total.

Output
- HOMO level: -12.43 eV
- Frontier orbital gap: 10.07 eV
- Net charge: +1

Cartesian coordinates (Å):
N: 0.1491 -0.3304 1.1921
C: 0.4182 0.9004 0.4060
C: -0.4589 0.8256 -0.8468
O: -1.8117 0.7150 -0.5092
C: 1.9254 0.9156 0.0153
N: 2.7274 0.0370 0.8425
C: 3.7666 -0.6776 0.0959
C: 3.1884 0.7191 2.0413
H: -0.3222 -0.1351 2.0773
H: -0.4744 -0.9587 0.6960
H: 1.0732 -0.6994 1.4387
H: 0.1774 1.8098 0.9538
H: -0.3193 1.4500 -1.7375
H: -0.1501 -0.1543 -1.2245
H: -2.2322 1.5390 -0.1971
H: 2.1875 1.9847 0.0660
H: 2.0442 0.7707 -1.0595
H: 3.6778 -1.7064 0.4550
H: 3.7334 -0.7334 -0.9866
H: 4.7963 -0.4042 0.3337
H: 3.8742 1.5404 1.7724
H: 2.3926 1.0838 2.6769
H: 3.9071 0.1091 2.5953
H: -0.3462 -3.5643 -0.2659
H: -0.6873 -2.6635 -1.3227
O: -0.0285 -2.7118 -0.5995
H: 1.6371 -2.7824 2.5675
H: 0.2665 -3.1907 3.0877
O: 0.6979 -2.7324 2.3569
H: -3.9099 -0.0206 2.3691
H: -2.7019 0.1795 1.3646
O: -2.9886 -0.2090 2.1919
H: -3.1850 -1.8278 -1.9085
H: -2.0630 -0.8717 -1.9715
O: -2.2403 -1.8118 -2.1107
H: 0.0157 1.9529 -4.0318
H: -0.7051 0.7461 -4.0696
O: -0.8532 1.6430 -3.7287
H: -2.7099 3.9848 -0.3794
H: -2.5453 3.2455 -1.8095
O: -2.8203 3.1840 -0.8910



Entry ii
Density functional theory data (ωB97M-V/def2-TZVPD) for a cluster of 7 separate species, C5H27N2O7 in total.

Output
- HOMO level: -12.06 eV
- Frontier orbital gap: 9.66 eV
- Net charge: +1

Cartesian coordinates (Å):
N: 0.7541 -1.4270 0.7846
C: 0.2652 -0.2434 -0.0104
C: 1.3836 0.3327 -0.8935
O: 1.3400 -0.2302 -2.1968
C: -0.3763 0.8063 0.8866
N: -1.3391 1.5514 0.0775
C: -2.7111 1.1704 0.3917
C: -1.1571 2.9916 0.1830
H: 1.1490 -2.1299 0.1384
H: 1.4816 -1.1357 1.4662
H: -0.0562 -1.8600 1.2419
H: -0.4824 -0.6503 -0.6594
H: 1.2566 1.4077 -0.9489
H: 2.3650 0.0897 -0.5004
H: 0.4867 0.0257 -2.5965
H: 0.3866 1.4748 1.2919
H: -0.8433 0.3355 1.7586
H: -3.0075 1.4499 1.4038
H: -3.3993 1.6532 -0.3123
H: -2.8225 0.0930 0.2927
H: -1.2825 3.3686 1.2100
H: -0.1597 3.2634 -0.1213
H: -1.8479 3.5039 -0.4733
H: 2.8670 0.6713 2.2784
H: 2.8808 -0.4123 3.3814
O: 2.3884 -0.1367 2.6038
H: -2.3699 -2.9336 -2.0062
H: -0.8902 -2.6564 -1.7293
O: -1.7935 -2.3247 -1.5358
H: -1.6927 -2.3394 0.2914
H: -1.9427 -2.9246 1.7450
O: -1.3872 -2.3065 1.2193
H: 4.5099 2.0419 1.0904
H: 3.5219 2.9174 1.9133
O: 3.5885 2.0924 1.4353
H: 1.1041 -1.8789 -2.0596
H: 1.2241 -3.4107 -2.4050
O: 0.8651 -2.7986 -1.7710
H: -1.3999 0.8943 -1.9213
H: -1.6252 -0.5922 -2.3080
O: -1.2324 0.2561 -2.6362



Energy ordering: entry ii at the bottom, the next structure 0.0683 hartree above.